C34H27CuF6N2O5P2S4Te as an isolated structure. Source: the Open Molecules 2025 dataset; level of theory: the ωB97M-V functional and the def2-TZVPD basis.

Gap between HOMO and LUMO   5.61 eV
Energy relative to the best compared isomer or geometry (same formula, charge and spin)   79.7 kJ/mol
Molar mass   1038.95 g mol⁻¹
Electronic energy   -6580.7740 Eh
Charge   -2
Highest occupied orbital energy   -1.81 eV
Largest force on an atom   0.40 eV/Å

XYZ file:
```
82
Properties=species:S:1:pos:R:3:mulliken_charge:R:1
Cu -0.68444 -0.93227 -0.99987 1.6965
Te 3.93647 -2.64236 -0.74484 0.1104
C 5.27601 -3.15860 0.81962 0.0021
C 4.90470 -4.04934 1.82224 0.0080
C 5.78507 -4.30534 2.86033 -0.4552
N 6.99009 -3.74715 2.97213 -0.6891
C 7.33602 -2.89456 2.01159 -0.4368
C 6.52879 -2.57077 0.92953 -0.2485
C 2.59363 -1.64623 0.46103 -0.9132
P 2.75224 0.16226 0.22389 0.5279
C 4.54742 0.43091 0.59302 0.2796
C 5.12906 0.45665 1.85786 -0.2076
C 6.48969 0.67837 2.02136 -0.8567
C 7.30247 0.88207 0.91559 -0.3587
C 6.73821 0.87227 -0.35302 -0.6593
C 5.37687 0.65782 -0.50580 -0.2380
C 1.95642 0.77907 1.77242 0.7054
C 1.05144 1.82872 1.64770 -0.4407
C 0.34691 2.30275 2.74670 -0.6981
C 0.55372 1.73310 3.99341 -0.7447
C 1.45089 0.68094 4.13433 -1.3490
C 2.13441 0.20324 3.03051 0.5109
P 0.86039 -2.04464 0.26225 0.8256
C 0.79849 -3.80352 -0.26283 0.7318
C 0.69027 -4.03478 -1.63230 -0.3942
C 0.61942 -5.31997 -2.13755 -0.8400
C 0.63974 -6.40798 -1.27521 -0.5413
C 0.72742 -6.19299 0.09107 -0.7712
C 0.80175 -4.89985 0.59237 -0.0930
C 0.23309 -2.12114 1.99878 0.5576
C 0.97656 -2.70200 3.02467 -0.1357
C 0.47579 -2.76516 4.31291 -0.8796
C -0.77142 -2.21891 4.60084 -0.7450
C -1.50424 -1.61064 3.59548 -0.7615
C -1.00333 -1.56596 2.30012 -0.4758
H 3.93495 -4.53374 1.79714 0.3077
H 5.50664 -4.99797 3.64941 0.3602
H 8.30980 -2.42528 2.11676 0.3824
H 6.86596 -1.84137 0.20403 0.5155
H 4.51742 0.29928 2.73642 0.3561
H 6.91329 0.68436 3.01855 0.3881
H 8.36532 1.05340 1.04215 0.3452
H 7.35756 1.03867 -1.22672 0.3592
H 4.93990 0.65926 -1.49753 0.3685
H 0.86999 2.25871 0.67140 0.3199
H -0.38194 3.09149 2.61473 0.4606
H -0.00521 2.08612 4.85183 0.3347
H 1.58691 0.20779 5.09966 0.3780
H 2.77835 -0.66253 3.11851 0.5545
H 0.64127 -3.19057 -2.31218 0.4117
H 0.53109 -5.47048 -3.20534 0.4118
H 0.57398 -7.41544 -1.66631 0.3551
H 0.72793 -7.03163 0.77660 0.3974
H 0.85046 -4.75723 1.66237 0.2839
H 1.97481 -3.06036 2.79776 0.4128
H 1.06553 -3.22068 5.10058 0.3852
H -1.15917 -2.25346 5.61216 0.3534
H -2.46654 -1.16373 3.81008 0.4520
H -1.58104 -1.07963 1.51870 0.0715
F 2.10134 2.93058 -1.75510 -0.1837
C 1.49582 2.84910 -2.93391 0.5197
F 2.31846 2.23543 -3.79802 -0.2387
F 1.28989 4.09169 -3.37796 -0.2393
S -0.08795 1.90220 -2.88020 0.8981
O 0.25681 0.55839 -2.48315 -0.8956
O -0.61672 2.08356 -4.20074 -0.6582
N -0.81510 2.74783 -1.77101 -0.4233
S -1.94953 2.24076 -0.80980 0.8522
O -2.24787 3.26647 0.14454 -0.6815
O -1.77485 0.89342 -0.32550 -0.8882
C -3.45712 2.16224 -1.86930 0.5213
F -3.58185 3.27998 -2.59163 -0.2437
F -3.40176 1.13529 -2.70046 -0.1609
F -4.52844 2.05227 -1.07972 -0.2139
C -2.63112 -4.14406 0.03054 -0.8817
O -3.76231 -3.28961 -0.10545 -0.3936
C -3.77884 -2.33331 -1.05422 0.2279
S -5.19186 -1.46910 -1.17169 -0.4057
S -2.42305 -2.18253 -2.11286 -0.4801
H -2.91299 -4.86533 0.79725 0.3525
H -1.75922 -3.57956 0.36014 0.2496
H -2.38967 -4.64517 -0.90616 0.3785
```